Record 1
Density functional theory data (the ωB97M-V functional and the def2-TZVPD basis) for a cluster of 3 separate species, C24H28N3O13PS3 in total in a non-equilibrium geometry.

XYZ file:
```
72
C24H28N3O13PS3, DFT the ωB97M-V functional and the def2-TZVPD basis
N 1.517 -2.609 -2.504
C 1.601 -1.803 -1.688
C 1.798 -0.733 -0.707
C 3.128 0.002 -1.011
C 4.294 -0.813 -1.556
C 5.461 0.083 -2.001
C 5.956 1.075 -0.937
S 5.499 2.746 -1.310
O 4.259 3.061 -0.657
O 5.628 2.982 -2.711
O 6.664 3.520 -0.553
C 0.640 0.249 -1.001
O 0.960 1.508 -0.416
N -0.119 2.412 -0.619
O 0.090 3.415 -0.080
C 1.698 -1.375 0.757
C 0.755 -2.488 0.698
N 0.026 -3.374 0.621
C 3.022 -1.988 1.292
C 4.043 -1.019 1.916
C 4.372 -1.349 3.372
S 5.197 0.008 4.236
P 0.967 -0.219 2.049
S -0.978 -0.248 2.105
H 2.895 0.749 -1.770
H 3.413 0.581 -0.141
H 3.972 -1.365 -2.437
H 4.687 -1.541 -0.848
H 6.301 -0.568 -2.237
H 5.205 0.594 -2.925
H 5.588 0.864 0.063
H 7.042 1.068 -0.886
H 6.244 4.218 -0.025
H -0.328 -0.119 -0.667
H 0.588 0.361 -2.086
H 3.462 -2.590 0.502
H 2.734 -2.704 2.063
H 3.752 0.025 1.828
H 4.980 -1.113 1.365
H 3.485 -1.655 3.922
H 5.084 -2.170 3.410
H 4.295 0.956 3.960
H 1.565 -0.678 3.230
H 1.534 1.037 1.824
C -6.101 -0.562 1.753
C -7.250 -0.123 2.283
C -7.333 1.150 3.093
O -8.433 1.460 3.514
C -6.122 1.910 3.322
C -4.970 1.470 2.795
C -4.898 0.211 1.962
O -3.798 -0.071 1.516
O -3.809 2.086 2.950
O -8.409 -0.748 2.151
H -6.038 -1.468 1.168
H -6.187 2.810 3.916
H -3.135 1.554 2.479
H -9.066 -0.203 2.629
C -4.174 -0.469 -4.521
C -5.231 -0.131 -3.773
C -5.217 -0.237 -2.267
O -6.225 0.125 -1.684
C -4.033 -0.748 -1.608
C -2.977 -1.098 -2.359
C -2.978 -0.960 -3.865
O -1.955 -1.273 -4.445
O -1.836 -1.580 -1.882
O -6.370 0.331 -4.268
H -4.169 -0.389 -5.599
H -4.049 -0.818 -0.529
H -1.264 -1.722 -2.667
H -6.950 0.499 -3.498
```

Calculated values
* SMILES: N#C[C@@](CCCCS(=O)(=O)O)(CON=O)[C@@](C#N)(CCCS)[PH2]=S.O=C1C=C(O)C(=O)C=C1O.O=C1C=C(O)C(=O)C=C1O
* HOMO-LUMO gap: 8.1 eV
* energy: -3609.5048 Eh
* total charge: 0
* LUMO: -1.3 eV
* HOMO level: -9.36 eV

Atom charges from the Löwdin analysis, given in e for atoms 1 to 4: 0.237, -0.199, -0.332, -0.124



Record 2
Density functional theory data (the ωB97M-V functional and the def2-TZVPD basis) for an isolated molecule of C24H28N4O2.

XYZ file:
```
58
C24H28N4O2, DFT the ωB97M-V functional and the def2-TZVPD basis
C -1.934 -3.325 1.465
C -1.812 -1.917 0.900
H -1.949 -1.185 1.701
H -0.809 -1.773 0.493
C -2.832 -1.675 -0.220
C -2.738 -0.292 -0.755
C -1.749 0.224 -1.580
C -2.156 1.549 -1.838
N -3.283 1.821 -1.224
N -3.625 0.715 -0.548
C -4.817 0.719 0.195
C -5.919 1.385 -0.331
C -7.106 1.417 0.374
C -7.204 0.786 1.604
C -6.100 0.141 2.136
C -4.903 0.111 1.442
H -4.040 -0.360 1.881
H -6.166 -0.335 3.103
H -8.134 0.806 2.152
H -7.960 1.933 -0.038
H -5.821 1.874 -1.288
H -1.683 2.285 -2.457
C -0.623 -0.546 -2.147
O -0.800 -1.630 -2.681
N 0.603 0.033 -2.084
C 0.975 1.131 -1.226
H 0.087 1.606 -0.810
C 1.869 0.617 -0.093
N 3.026 -0.050 -0.652
C 4.189 -0.133 0.116
C 4.799 -1.346 0.415
C 5.992 -1.404 1.117
C 6.592 -0.240 1.548
C 6.005 0.985 1.264
C 4.823 1.055 0.547
O 4.211 2.235 0.202
C 4.848 3.444 0.528
H 4.932 3.580 1.612
H 5.842 3.511 0.076
H 4.213 4.229 0.118
H 6.495 1.885 1.597
H 7.519 -0.270 2.100
H 6.439 -2.363 1.332
H 4.332 -2.267 0.104
C 2.638 -1.179 -1.467
C 1.750 -0.673 -2.608
H 1.385 -1.509 -3.207
H 2.325 0.014 -3.238
H 3.529 -1.643 -1.891
H 2.078 -1.935 -0.890
H 2.192 1.452 0.523
H 1.284 -0.082 0.532
H 1.536 1.865 -1.815
H -3.843 -1.879 0.136
H -2.607 -2.360 -1.041
H -2.925 -3.485 1.885
H -1.771 -4.061 0.682
H -1.198 -3.488 2.250
```

Calculated values
* SMILES: CCCc1c(C(=O)N2CCN(c3ccccc3OC)CC2)cnn1-c1ccccc1
* HOMO-LUMO gap: 8.6 eV
* energy: -1300.8465 Eh
* ΔE to the lowest compared entry with this formula, charge and spin: 264.9 kJ/mol
* total charge: 0
* LUMO: 0.8 eV
* HOMO level: -7.81 eV

Atom charges from the natural (NBO) analysis, given in e for atoms 1 to 4: -0.605, -0.378, 0.191, 0.201



Record 3
Density functional theory data (the ωB97M-V functional and the def2-TZVPD basis) for an isolated molecule of C24H28N4O4 in a non-equilibrium geometry.

XYZ file:
```
60
C24H28N4O4, DFT the ωB97M-V functional and the def2-TZVPD basis
C -6.136 -4.215 -1.721
C -4.712 -3.561 -1.637
C -4.455 -2.202 -1.281
C -5.548 -1.336 -0.955
C -5.333 -0.213 -0.701
C -4.090 0.500 -0.341
O -3.059 -0.099 -0.411
N -4.151 1.924 -0.124
C -3.166 2.848 0.155
C -1.728 2.476 0.061
C -0.852 3.679 0.360
C -1.273 4.843 0.690
C -2.484 4.861 0.852
C -3.455 4.182 0.734
H -4.531 4.318 0.707
H -2.872 5.990 1.436
H -0.364 5.312 1.049
C 0.571 3.107 0.235
N 1.652 4.086 0.366
O 2.739 3.494 0.283
C 2.595 2.095 -0.418
C 3.271 1.215 0.748
N 3.670 0.116 -0.219
C 3.531 -1.264 0.192
O 3.677 -1.994 -1.109
C 3.517 -1.661 1.427
C 3.031 -3.087 1.771
C 2.874 -3.232 3.135
C 1.324 -3.910 3.506
H 0.736 -3.095 3.317
H 1.298 -4.138 4.358
H 1.122 -4.696 2.573
H 3.117 -2.567 3.901
H 3.498 -4.360 3.310
H 2.743 -3.665 0.985
H 3.742 -0.754 2.225
C 3.841 0.459 -1.833
C 5.279 0.317 -1.866
O 6.015 1.282 -2.232
N 5.486 -0.846 -2.316
H 5.050 -1.794 -1.963
H 6.417 -1.119 -2.409
C 3.283 1.874 -1.623
H 2.721 2.036 -2.488
H 4.168 2.610 -1.726
H 3.339 -0.245 -2.308
H 2.870 0.720 1.495
H 4.447 1.450 0.976
C 1.154 1.941 -0.494
H 0.685 1.069 0.274
H 0.800 1.730 -1.456
H -1.471 1.584 -0.328
H -4.873 2.331 0.044
H -6.138 0.522 -0.235
H -6.525 -1.672 -0.879
H -3.547 -1.867 -0.968
H -4.043 -4.254 -1.920
H -6.369 -4.559 -2.779
H -6.993 -3.463 -1.556
H -6.096 -5.104 -0.867
```

Calculated values
* SMILES: C/C=C\C=C/C(=O)Nc1cccc(C2=NO[C@@]3(C2)C[C@@H](C(N)=O)N(C(=O)/C=C/CC)C3)c1
* HOMO-LUMO gap: 6.6 eV
* energy: -1450.4561 Eh
* ΔE to the lowest compared entry with this formula, charge and spin: 2634.3 kJ/mol
* total charge: 0
* LUMO: -1.2 eV
* HOMO level: -7.82 eV

Atom charges from the natural (NBO) analysis, given in e for atoms 1 to 4: -0.672, -0.100, -0.248, -0.172



Record 4
Density functional theory data (the ωB97M-V functional and the def2-TZVPD basis) for a structure of composition C24H28N4OPd.

XYZ file:
```
58
C24H28N4OPd, DFT the ωB97M-V functional and the def2-TZVPD basis
Pd 0.296 -0.466 -1.079
O 2.381 1.026 -4.786
C 1.824 0.904 -3.658
N 1.537 -0.186 -2.993
C 1.838 -1.419 -3.676
C 1.245 -2.552 -2.887
C 1.932 -3.718 -2.601
C 1.334 -4.701 -1.816
C 0.042 -4.479 -1.364
C -0.589 -3.292 -1.706
N -0.003 -2.319 -2.423
C 1.473 2.180 -2.906
C 2.196 3.349 -3.157
C 1.907 4.482 -2.419
C 0.899 4.428 -1.462
C 0.214 3.232 -1.302
N 0.489 2.141 -2.009
H 2.921 -1.579 -3.791
H 1.432 -1.416 -4.698
H 2.943 -3.837 -2.977
H 1.870 -5.608 -1.558
H -0.478 -5.203 -0.747
H -1.603 -3.085 -1.380
H 2.957 3.317 -3.924
H 2.463 5.399 -2.582
H 0.643 5.286 -0.851
H -0.583 3.124 -0.571
C -4.101 1.854 -0.201
C -3.234 1.350 0.928
C -3.569 1.647 2.263
C -2.714 1.193 3.258
C -3.035 1.484 4.707
C -1.562 0.473 2.970
C -1.170 0.143 1.625
C -2.105 0.632 0.635
N -0.113 -0.504 1.147
C 1.008 -1.040 1.921
C 1.346 -2.413 1.320
C 0.843 -1.268 3.434
C 2.214 -0.109 1.711
H -5.113 2.084 0.147
H -4.172 1.119 -1.004
H -3.687 2.767 -0.640
H -4.464 2.214 2.504
H -3.957 2.064 4.796
H -2.235 2.052 5.190
H -3.164 0.561 5.281
H -0.971 0.172 3.819
H -1.853 0.409 -0.402
H 0.516 -3.106 1.486
H 2.254 -2.829 1.772
H 1.488 -2.312 0.241
H -0.049 -1.858 3.659
H 0.804 -0.339 4.002
H 1.715 -1.827 3.790
H 2.368 0.028 0.638
H 3.123 -0.520 2.170
H 2.010 0.870 2.154
```

Calculated values
* HOMO-LUMO gap (alpha / beta): 4.1 / 4.1 eV
* energy: -1353.4496 Eh
* total charge: -2
* LUMO (alpha / beta): 5.1 / 5.1 eV
* HOMO level (alpha / beta): 0.98 / 0.98 eV

Atom charges from the natural (NBO) analysis, given in e for atoms 1 to 4: 0.112, -0.800, 0.549, -0.617



Repeat the third record exactly.
Density functional theory data (the ωB97M-V functional and the def2-TZVPD basis) for an isolated molecule of C24H28N4O4 in a non-equilibrium geometry.

XYZ file:
```
60
C24H28N4O4, DFT the ωB97M-V functional and the def2-TZVPD basis
C -6.136 -4.215 -1.721
C -4.712 -3.561 -1.637
C -4.455 -2.202 -1.281
C -5.548 -1.336 -0.955
C -5.333 -0.213 -0.701
C -4.090 0.500 -0.341
O -3.059 -0.099 -0.411
N -4.151 1.924 -0.124
C -3.166 2.848 0.155
C -1.728 2.476 0.061
C -0.852 3.679 0.360
C -1.273 4.843 0.690
C -2.484 4.861 0.852
C -3.455 4.182 0.734
H -4.531 4.318 0.707
H -2.872 5.990 1.436
H -0.364 5.312 1.049
C 0.571 3.107 0.235
N 1.652 4.086 0.366
O 2.739 3.494 0.283
C 2.595 2.095 -0.418
C 3.271 1.215 0.748
N 3.670 0.116 -0.219
C 3.531 -1.264 0.192
O 3.677 -1.994 -1.109
C 3.517 -1.661 1.427
C 3.031 -3.087 1.771
C 2.874 -3.232 3.135
C 1.324 -3.910 3.506
H 0.736 -3.095 3.317
H 1.298 -4.138 4.358
H 1.122 -4.696 2.573
H 3.117 -2.567 3.901
H 3.498 -4.360 3.310
H 2.743 -3.665 0.985
H 3.742 -0.754 2.225
C 3.841 0.459 -1.833
C 5.279 0.317 -1.866
O 6.015 1.282 -2.232
N 5.486 -0.846 -2.316
H 5.050 -1.794 -1.963
H 6.417 -1.119 -2.409
C 3.283 1.874 -1.623
H 2.721 2.036 -2.488
H 4.168 2.610 -1.726
H 3.339 -0.245 -2.308
H 2.870 0.720 1.495
H 4.447 1.450 0.976
C 1.154 1.941 -0.494
H 0.685 1.069 0.274
H 0.800 1.730 -1.456
H -1.471 1.584 -0.328
H -4.873 2.331 0.044
H -6.138 0.522 -0.235
H -6.525 -1.672 -0.879
H -3.547 -1.867 -0.968
H -4.043 -4.254 -1.920
H -6.369 -4.559 -2.779
H -6.993 -3.463 -1.556
H -6.096 -5.104 -0.867
```

Calculated values
* SMILES: C/C=C\C=C/C(=O)Nc1cccc(C2=NO[C@@]3(C2)C[C@@H](C(N)=O)N(C(=O)/C=C/CC)C3)c1
* HOMO-LUMO gap: 6.6 eV
* energy: -1450.4561 Eh
* ΔE to the lowest compared entry with this formula, charge and spin: 2634.3 kJ/mol
* total charge: 0
* LUMO: -1.2 eV
* HOMO level: -7.82 eV

Atom charges from the natural (NBO) analysis, given in e for atoms 1 to 4: -0.672, -0.100, -0.248, -0.172



Question: Which value of total charge does entry 1 give?
Answer: 0